The following is a DFT calculation (ωB97M-V with the def2-TZVPD basis set) of C2H7N4O as an isolated structure in a non-equilibrium geometry.

Output
* energy above the lowest of the compared OMol25 structures with the same formula, charge and spin: 1.9082 eV
* HOMO energy: -14.520 eV
* net charge: +1
* largest force on an atom: 2.8 eV/Å
* orbital gap: 11.1318 eV
* LUMO: -3.39 eV

Element x y z (Å)
C1 -0.2238 0.0642 1.1463
C2 -0.5475 -0.5214 -1.0768
N1 0.3481 0.7800 -1.0812
N2 -0.9914 -0.6182 0.2859
N3 -0.4178 0.0505 2.4524
N4 1.3948 0.7327 -1.7903
O1 0.7244 0.7204 0.6186
H1 -1.3668 -0.3229 -1.7657
H2 0.0482 -1.3893 -1.3906
H3 -1.8276 -1.1204 0.5337
H4 -1.1657 -0.4683 2.8847
H5 0.2025 0.5873 3.0387
H6 1.8724 1.6190 -1.9213
H7 1.9500 -0.1136 -1.9344

The following is a DFT calculation (ωB97M-V with the def2-TZVPD basis set) of a 2-piece molecular cluster, C6H16NO overall in a non-equilibrium geometry.

Output
* energy above the lowest of the compared OMol25 structures with the same formula, charge and spin: 0.9535 eV
* HOMO energy: -12.682 eV
* net charge: +1
* largest force on an atom: 1.4 eV/Å
* orbital gap: 9.5319 eV
* LUMO: -3.15 eV

Element x y z (Å)
C1 -1.3288 -1.4975 -0.0843
C2 -0.3167 -1.5841 -1.2225
C3 -0.2429 -0.2244 -1.9383
C4 0.9568 3.1760 -0.4633
C5 0.1735 2.1319 -1.1763
C6 0.3995 0.8255 -1.0654
N1 -0.6345 -1.0879 1.1845
H1 -2.1361 -0.8092 -0.3185
H2 -1.7863 -2.4616 0.1352
H3 0.6770 -1.9041 -0.9185
H4 -0.6562 -2.3312 -1.9429
H5 0.2904 -0.2994 -2.8947
H6 -1.2172 0.0746 -2.3212
H7 1.7172 3.6474 -1.0942
H8 0.3922 4.0186 -0.1008
H9 1.4640 2.7898 0.4122
H10 -0.7067 2.4750 -1.7138
H11 1.3376 0.5310 -0.6061
H12 -0.2950 -1.9416 1.6326
H13 -1.2389 -0.6920 1.9037
H14 0.2142 -0.5255 1.0895
H15 0.6986 -0.9229 4.3898
H16 1.5060 -1.9803 3.5683
O1 0.7321 -1.4079 3.5450

The following is a DFT calculation (ωB97M-V with the def2-TZVPD basis set) of one molecule with the formula C2H3NS in a non-equilibrium geometry.

Output
* energy above the lowest of the compared OMol25 structures with the same formula, charge and spin: 5.5043 eV
* HOMO energy (spin up / spin down): -7.910 / -7.904 eV
* largest force on an atom: 3.9 eV/Å
* orbital gap (spin up / spin down): 5.3343 / 5.3248 eV
* LUMO (spin up / spin down): -2.58 / -2.58 eV

Element x y z (Å)
C1 -0.2391 -0.0703 -0.0852
C2 -0.5977 -1.3122 -0.0539
N1 1.0089 0.6182 0.1044
S1 2.4010 -0.2278 -0.0298
H1 -0.9567 0.8164 -0.3823
H2 -0.1541 -2.2480 0.3780
H3 0.9414 1.5631 -0.4831

The following is a DFT calculation (ωB97M-V with the def2-TZVPD basis set) of C17H21N5PtS as an isolated structure.

Output
* 2S+1: 3
* HOMO energy (spin up / spin down): -5.506 / -7.671 eV
* largest force on an atom: 0.1 eV/Å
* orbital gap (spin up / spin down): 6.1940 / 6.5700 eV
* LUMO (spin up / spin down): 0.69 / -1.10 eV

Element x y z (Å)
Pt1 -0.4950 -0.8637 0.1567
C1 2.2023 -0.6411 3.5287
C2 1.5290 -0.6557 2.1922
N1 0.2221 -0.8779 2.0568
N2 -0.5843 -1.1454 3.1332
C3 -1.7976 -1.4290 2.8058
N3 -2.7180 -1.6621 3.8048
S1 -2.4495 -1.5161 1.1551
C4 2.2346 -0.4535 0.9844
C5 3.6302 -0.2105 0.9133
C6 4.2478 -0.0645 -0.2933
C7 3.4910 -0.1670 -1.4859
C8 2.1459 -0.3998 -1.3817
N4 1.5120 -0.5238 -0.2057
H1 1.4599 -0.7557 4.3128
H2 2.7405 0.2955 3.6878
H3 2.9245 -1.4562 3.6129
H4 -2.3147 -1.9054 4.6959
H5 -3.5196 -2.2095 3.5397
H6 4.1964 -0.1493 1.8325
H7 5.3130 0.1205 -0.3380
H8 3.9470 -0.0691 -2.4596
H9 1.5159 -0.4871 -2.2587
C9 0.1230 2.1602 -0.5743
N5 -0.9925 1.3971 -0.0110
C10 -1.3665 1.9233 1.3039
C11 -2.1391 1.3708 -0.9444
C12 -1.8611 0.4213 -2.0782
C13 -2.2893 0.6759 -3.3732
C14 -2.0551 -0.2544 -4.3776
C15 -1.3878 -1.4314 -4.0760
C16 -0.9488 -1.6766 -2.7784
C17 -1.1737 -0.7575 -1.7580
H10 -0.1600 3.2152 -0.6661
H11 0.3719 1.7699 -1.5586
H12 0.9929 2.0731 0.0737
H13 -1.6870 2.9680 1.2187
H14 -0.5074 1.8625 1.9703
H15 -2.1752 1.3233 1.7159
H16 -2.3520 2.3876 -1.2970
H17 -3.0006 1.0203 -0.3723
H18 -2.8085 1.6008 -3.6011
H19 -2.3898 -0.0594 -5.3883
H20 -1.2035 -2.1623 -4.8540
H21 -0.4234 -2.6010 -2.5634

Please write out number 4 again, unchanged.
The following is a DFT calculation (ωB97M-V with the def2-TZVPD basis set) of C17H21N5PtS as an isolated structure.

Output
* 2S+1: 3
* HOMO energy (spin up / spin down): -5.506 / -7.671 eV
* largest force on an atom: 0.1 eV/Å
* orbital gap (spin up / spin down): 6.1940 / 6.5700 eV
* LUMO (spin up / spin down): 0.69 / -1.10 eV

Element x y z (Å)
Pt1 -0.4950 -0.8637 0.1567
C1 2.2023 -0.6411 3.5287
C2 1.5290 -0.6557 2.1922
N1 0.2221 -0.8779 2.0568
N2 -0.5843 -1.1454 3.1332
C3 -1.7976 -1.4290 2.8058
N3 -2.7180 -1.6621 3.8048
S1 -2.4495 -1.5161 1.1551
C4 2.2346 -0.4535 0.9844
C5 3.6302 -0.2105 0.9133
C6 4.2478 -0.0645 -0.2933
C7 3.4910 -0.1670 -1.4859
C8 2.1459 -0.3998 -1.3817
N4 1.5120 -0.5238 -0.2057
H1 1.4599 -0.7557 4.3128
H2 2.7405 0.2955 3.6878
H3 2.9245 -1.4562 3.6129
H4 -2.3147 -1.9054 4.6959
H5 -3.5196 -2.2095 3.5397
H6 4.1964 -0.1493 1.8325
H7 5.3130 0.1205 -0.3380
H8 3.9470 -0.0691 -2.4596
H9 1.5159 -0.4871 -2.2587
C9 0.1230 2.1602 -0.5743
N5 -0.9925 1.3971 -0.0110
C10 -1.3665 1.9233 1.3039
C11 -2.1391 1.3708 -0.9444
C12 -1.8611 0.4213 -2.0782
C13 -2.2893 0.6759 -3.3732
C14 -2.0551 -0.2544 -4.3776
C15 -1.3878 -1.4314 -4.0760
C16 -0.9488 -1.6766 -2.7784
C17 -1.1737 -0.7575 -1.7580
H10 -0.1600 3.2152 -0.6661
H11 0.3719 1.7699 -1.5586
H12 0.9929 2.0731 0.0737
H13 -1.6870 2.9680 1.2187
H14 -0.5074 1.8625 1.9703
H15 -2.1752 1.3233 1.7159
H16 -2.3520 2.3876 -1.2970
H17 -3.0006 1.0203 -0.3723
H18 -2.8085 1.6008 -3.6011
H19 -2.3898 -0.0594 -5.3883
H20 -1.2035 -2.1623 -4.8540
H21 -0.4234 -2.6010 -2.5634